1.
Entry from the Open Molecules 2025 dataset: C55H46Cl2IN5O4PRb as an isolated structure at a distorted geometry (ωB97M-V with the def2-TZVPD basis set).

Properties
frontier orbital gap (alpha / beta) = 0.1258 / 0.1227 Ha
net charge = -2
M = 1155.26 g mol⁻¹
largest force on an atom = 5.55 eV Å⁻¹
highest occupied orbital energy (alpha / beta) = -0.0130 / -0.0098 Ha
spin multiplicity = 1

```
115
C55H46Cl2IN5O4PRb ωB97M-V with the def2-TZVPD basis set
Rb -1.495 -0.168 -0.881
C -3.221 -3.517 -3.863
C -3.384 -2.296 -2.958
O -2.807 -1.186 -3.166
C -4.374 -2.532 -1.931
C -5.139 -1.470 -1.404
C -5.537 -0.240 -2.230
N -5.663 -1.405 -0.204
N -5.448 -2.319 0.685
C -4.266 -2.245 1.374
O -3.313 -1.592 0.963
C -4.328 -3.111 2.586
C -3.174 -3.169 3.362
C -3.087 -4.104 4.410
C -4.155 -4.956 4.661
C -5.353 -4.790 3.947
C -5.432 -3.920 2.899
H -3.974 -3.556 -4.669
H -2.236 -3.502 -4.346
H -3.425 -4.400 -3.245
H -4.381 -3.561 -1.568
H -5.716 -0.566 -3.274
H -6.402 0.304 -1.849
H -4.695 0.452 -2.286
H -2.333 -2.509 3.204
H -2.192 -4.130 5.063
H -4.019 -5.629 5.492
H -6.253 -5.365 4.274
H -6.338 -3.850 2.276
O 6.078 -3.889 -2.732
C 5.491 -3.376 -3.869
O 6.133 -3.386 -4.912
C 4.194 -2.660 -3.730
C 3.289 -2.807 -2.669
C 2.240 -1.910 -2.411
C 2.082 -0.770 -3.271
C 2.997 -0.635 -4.326
C 4.060 -1.493 -4.551
N 1.009 0.075 -3.079
C 0.523 0.675 -4.124
C -0.544 1.660 -4.185
C -1.398 1.495 -5.271
C -2.516 2.301 -5.430
C -2.739 3.324 -4.543
C -1.796 3.588 -3.542
N -0.738 2.736 -3.328
H 5.533 -3.719 -1.921
H 3.387 -3.745 -2.021
H 1.642 -2.021 -1.477
H 2.895 0.166 -5.020
H 4.799 -1.348 -5.371
H 0.789 0.402 -5.170
H -1.193 0.673 -5.978
H -3.207 2.149 -6.228
H -3.637 3.981 -4.594
H -1.941 4.381 -2.802
Cl 0.621 -3.111 1.198
C 2.208 -3.230 1.944
C 2.801 -4.479 2.055
C 4.124 -4.646 2.527
C 4.797 -3.499 2.898
C 4.243 -2.234 2.871
C 2.937 -2.087 2.350
P 2.034 -0.569 2.178
C 1.917 0.042 3.875
C 2.548 1.184 4.314
C 2.218 1.648 5.587
C 1.389 0.958 6.470
C 0.827 -0.236 5.985
C 1.135 -0.775 4.749
C 3.157 0.482 1.248
C 2.885 1.850 1.185
C 3.779 2.694 0.513
C 4.932 2.206 -0.105
C 5.182 0.840 -0.093
C 4.298 -0.023 0.549
H 2.186 -5.346 1.781
H 4.549 -5.666 2.528
H 5.836 -3.557 3.208
H 4.810 -1.347 3.208
H 3.302 1.685 3.684
H 2.577 2.635 5.881
H 1.113 1.420 7.430
H 0.104 -0.746 6.600
H 0.749 -1.756 4.461
H 1.959 2.216 1.604
H 3.531 3.761 0.434
H 5.572 2.898 -0.666
H 6.054 0.418 -0.585
H 4.451 -1.092 0.508
I -2.828 0.998 5.505
C -3.005 1.971 3.663
C -3.802 3.086 3.540
C -3.818 3.739 2.302
C -2.914 3.292 1.321
N -2.141 2.198 1.462
C -2.192 1.558 2.639
H -4.478 3.356 4.358
H -4.483 4.600 2.169
H -2.823 3.785 0.347
H -1.579 0.669 2.750
Cl 2.358 8.323 -1.018
C 1.615 6.851 -1.412
C 1.106 6.039 -0.383
C 0.646 4.747 -0.640
C 0.660 4.264 -1.928
C 0.042 2.895 -2.094
C 1.194 5.053 -2.959
C 1.612 6.359 -2.721
H 1.034 6.525 0.623
H 0.315 4.124 0.183
H -0.639 2.748 -1.246
H 0.778 2.068 -2.136
H 1.316 4.660 -3.930
H 1.910 7.039 -3.534
```

***

2.
Entry from the Open Molecules 2025 dataset: C55H46Cl3I2KN5O4S3Sb as an isolated structure at a distorted geometry (ωB97M-V with the def2-TZVPD basis set).

Properties
frontier orbital gap = 0.2073 Ha
net charge = -2
M = 1458.23 g mol⁻¹
largest force on an atom = 2.36 eV Å⁻¹
highest occupied orbital energy = -0.0836 Ha
spin multiplicity = 1

```
120
C55H46Cl3I2KN5O4S3Sb ωB97M-V with the def2-TZVPD basis set
K 0.707 -0.003 -0.047
C 5.212 -2.596 -0.986
O 4.816 -3.924 -0.621
C 3.499 -4.281 -0.754
C 3.292 -5.548 -1.266
C 2.014 -6.095 -1.383
C 0.940 -5.338 -0.958
C 1.117 -4.059 -0.425
C -0.092 -3.376 0.042
N -0.122 -2.313 0.735
N -1.367 -1.953 1.235
C -1.907 -0.844 0.787
O -1.524 -0.116 -0.181
C -3.140 -0.420 1.545
C -3.906 -1.316 2.286
C -5.023 -0.876 2.985
C -5.373 0.470 2.968
C -4.597 1.370 2.246
C -3.494 0.923 1.528
C 2.409 -3.455 -0.336
O 2.570 -2.235 0.069
H 6.303 -2.599 -0.952
H 4.818 -1.836 -0.318
H 4.885 -2.363 -2.003
H 4.172 -6.109 -1.566
H 1.873 -7.085 -1.801
H -0.069 -5.738 -1.020
H -1.037 -3.877 -0.192
H -3.606 -2.357 2.307
H -5.619 -1.581 3.553
H -6.247 0.816 3.513
H -4.850 2.423 2.245
H -2.856 1.609 0.976
S -0.566 3.424 0.441
C 1.160 3.433 0.255
C 1.949 4.368 0.976
C 3.322 4.347 0.870
C 3.929 3.411 0.034
C 3.101 2.539 -0.643
N 1.761 2.525 -0.557
H 1.434 5.081 1.606
H 3.926 5.045 1.441
H 5.006 3.335 -0.062
H 3.543 1.784 -1.290
I 2.852 -0.472 -3.213
C 1.997 -2.379 -3.581
I -0.063 -2.507 -4.064
H 2.134 -2.965 -2.687
H 2.538 -2.814 -4.410
Cl -3.667 2.938 -9.224
C -3.470 3.423 -7.559
C -3.801 2.547 -6.541
C -3.639 2.954 -5.228
C -3.138 4.209 -4.901
C -2.942 4.596 -3.447
C -1.480 4.397 -2.977
N -0.805 3.248 -3.561
C -0.263 3.215 -4.829
C 0.191 1.944 -5.008
N -0.057 1.191 -3.884
C -0.623 2.001 -3.023
O -3.965 3.978 -2.689
C -3.659 2.865 -1.850
C -4.909 2.052 -1.699
C -6.124 2.519 -1.310
Cl -6.525 4.122 -0.839
S -7.325 1.290 -1.268
C -6.191 0.108 -1.773
C -4.961 0.648 -1.963
C -2.830 5.059 -5.954
Cl -2.172 6.648 -5.647
C -2.988 4.686 -7.280
H -4.176 1.558 -6.772
H -3.912 2.276 -4.429
H -3.138 5.663 -3.361
H -1.430 4.302 -1.891
H -0.928 5.294 -3.249
H -0.240 4.085 -5.466
H 0.683 1.519 -5.874
H -0.898 1.727 -2.004
H -3.279 3.214 -0.887
H -2.894 2.221 -2.281
H -6.499 -0.922 -1.879
H -4.084 0.073 -2.243
H -2.733 5.372 -8.077
S 4.210 -0.031 1.536
Sb 2.629 -1.358 2.487
C 3.502 -1.329 4.495
C 2.912 -0.714 5.598
C 3.565 -0.666 6.828
C 4.823 -1.235 6.974
C 5.424 -1.855 5.881
C 4.768 -1.896 4.658
C 2.323 -3.456 2.708
C 1.127 -3.989 3.180
C 0.987 -5.366 3.315
C 2.035 -6.214 2.980
C 3.232 -5.683 2.519
C 3.377 -4.307 2.384
C 0.988 -0.123 3.078
C 1.335 1.230 3.142
C 0.450 2.154 3.680
C -0.776 1.732 4.176
C -1.121 0.387 4.121
C -0.245 -0.544 3.569
H 1.930 -0.259 5.505
H 3.088 -0.181 7.673
H 5.338 -1.186 7.927
H 6.410 -2.298 5.983
H 5.264 -2.361 3.811
H 0.290 -3.348 3.419
H 0.046 -5.774 3.667
H 1.913 -7.288 3.063
H 4.047 -6.336 2.227
H 4.307 -3.906 1.989
H 2.294 1.561 2.749
H 0.712 3.206 3.681
H -1.473 2.453 4.586
H -2.095 0.058 4.465
H -0.566 -1.570 3.490
```

***

3.
Entry from the Open Molecules 2025 dataset: C55H47BiClN7O5S as an isolated structure (ωB97M-V with the def2-TZVPD basis set).

Properties
frontier orbital gap = 0.2527 Ha
net charge = 0
M = 1162.53 g mol⁻¹
largest force on an atom = 0.25 eV Å⁻¹
highest occupied orbital energy = -0.2527 Ha
spin multiplicity = 1

```
117
C55H47BiClN7O5S ωB97M-V with the def2-TZVPD basis set
Bi -0.005 -1.161 0.252
Cl 6.935 -0.121 3.376
C 5.418 -0.673 2.715
C 5.414 -1.593 1.665
C 4.222 -2.027 1.142
C 2.976 -1.545 1.601
O 1.885 -2.014 1.058
C 3.007 -0.638 2.685
C 1.803 -0.208 3.364
N 0.638 -0.187 2.843
C -0.450 0.050 3.697
C -0.485 1.022 4.663
C -1.558 1.095 5.574
C -2.572 0.185 5.521
C -2.582 -0.810 4.516
C -3.588 -1.801 4.428
C -3.526 -2.734 3.440
C -2.485 -2.649 2.490
N -1.535 -1.752 2.535
C -1.548 -0.850 3.562
C 4.232 -0.231 3.237
H 6.353 -1.960 1.273
H 4.208 -2.741 0.329
H 1.929 0.051 4.423
H 0.334 1.728 4.737
H -1.561 1.873 6.327
H -3.389 0.219 6.232
H -4.390 -1.804 5.158
H -4.263 -3.520 3.349
H -2.449 -3.351 1.664
H 4.234 0.443 4.086
C -5.936 -1.537 1.051
O -4.735 -0.810 0.889
C -4.545 0.269 1.698
C -5.416 0.623 2.726
C -5.152 1.734 3.518
C -4.019 2.496 3.296
C -3.164 2.156 2.259
C -3.420 1.062 1.446
N -2.565 0.745 0.339
N -2.265 1.803 -0.267
C -1.498 1.800 -1.418
C -1.125 0.664 -2.156
O -1.319 -0.549 -1.754
C -0.510 0.877 -3.438
C -0.174 2.112 -3.874
C -0.438 3.272 -3.090
C -0.022 4.550 -3.514
C -0.279 5.661 -2.757
C -0.984 5.516 -1.549
C -1.402 4.283 -1.118
C -1.130 3.117 -1.872
H -6.808 -0.901 0.881
H -6.004 -1.982 2.048
H -5.910 -2.332 0.312
H -6.303 0.039 2.915
H -5.840 1.993 4.313
H -3.799 3.351 3.923
H -2.279 2.744 2.053
H -0.294 0.000 -4.035
H 0.318 2.237 -4.833
H 0.512 4.636 -4.454
H 0.047 6.639 -3.084
H -1.203 6.391 -0.949
H -1.947 4.186 -0.190
C 6.054 5.120 -3.091
C 5.115 4.311 -2.239
C 3.933 3.803 -2.768
C 3.075 3.029 -1.999
C 3.404 2.772 -0.680
C 4.581 3.254 -0.130
C 5.425 4.028 -0.911
S 2.292 1.760 0.283
C 1.546 3.089 1.239
O 1.208 1.334 -0.657
H 5.510 5.697 -3.838
H 6.753 4.470 -3.622
H 6.641 5.811 -2.488
H 3.676 4.017 -3.799
H 2.152 2.626 -2.397
H 4.849 3.022 0.894
H 6.344 4.411 -0.484
H 1.146 3.844 0.562
H 2.289 3.513 1.915
H 0.742 2.625 1.810
C -4.264 -4.627 -1.904
C -4.101 -3.290 -1.484
C -2.936 -2.875 -0.903
C -1.840 -3.764 -0.741
C -0.578 -3.347 -0.206
C 0.401 -4.290 -0.027
C 0.205 -5.645 -0.385
C -0.972 -6.047 -0.939
C -2.023 -5.117 -1.133
C -3.251 -5.521 -1.715
H -5.194 -4.942 -2.362
H -4.905 -2.577 -1.627
H -2.847 -1.847 -0.579
H 1.358 -3.995 0.381
H 1.005 -6.358 -0.224
H -1.127 -7.079 -1.233
H -3.367 -6.558 -2.011
C 2.173 -3.106 -4.946
N 2.242 -2.555 -3.615
C 3.402 -1.889 -3.065
C 2.809 -1.190 -1.841
O 3.454 -0.517 -1.074
N 1.461 -1.484 -1.780
C 1.167 -2.187 -2.883
N -0.072 -2.485 -3.241
H 3.173 -3.404 -5.251
H 1.788 -2.387 -5.676
H 1.550 -4.001 -4.961
H 3.819 -1.146 -3.750
H 4.189 -2.583 -2.765
H -0.804 -1.897 -2.809
H -0.248 -2.966 -4.105
```

***

4.
Entry from the Open Molecules 2025 dataset: C55H49AsBrN2O2PS2Sc as an isolated structure at a distorted geometry (ωB97M-V with the def2-TZVPD basis set).

Properties
frontier orbital gap = 0.2608 Ha
net charge = -1
M = 1064.90 g mol⁻¹
largest force on an atom = 2.12 eV Å⁻¹
highest occupied orbital energy = -0.1741 Ha
spin multiplicity = 1

```
114
C55H49AsBrN2O2PS2Sc ωB97M-V with the def2-TZVPD basis set
Sc -0.281 0.388 0.077
S -0.419 0.842 3.420
C 0.731 1.813 2.742
N 1.057 1.846 1.458
C 1.949 2.853 1.185
C 2.399 3.245 -0.075
C 3.225 4.347 -0.193
C 3.622 5.075 0.921
C 3.202 4.699 2.185
C 2.373 3.602 2.305
S 1.609 3.002 3.745
H 2.079 2.712 -0.959
H 3.551 4.653 -1.178
H 4.251 5.947 0.804
H 3.481 5.261 3.062
O -4.254 1.373 -0.081
C -3.085 1.707 -0.110
O -2.093 1.054 0.366
C -2.676 3.060 -0.759
P -0.892 3.262 -0.333
C -0.503 4.645 -1.483
C 0.090 4.264 -2.684
C 0.508 5.206 -3.604
C 0.345 6.554 -3.329
C -0.277 6.943 -2.154
C -0.712 5.997 -1.244
C -1.089 4.121 1.269
C -0.193 5.124 1.638
C -0.313 5.748 2.866
C -1.311 5.366 3.748
C -2.179 4.342 3.406
C -2.066 3.716 2.178
H -3.285 3.891 -0.387
H -2.796 3.014 -1.846
H 0.223 3.212 -2.890
H 0.972 4.895 -4.529
H 0.704 7.298 -4.026
H -0.419 7.995 -1.948
H -1.208 6.316 -0.341
H 0.597 5.408 0.954
H 0.383 6.531 3.142
H -1.395 5.850 4.711
H -2.945 4.024 4.098
H -2.734 2.902 1.940
Br 2.617 -0.225 -0.549
C 2.466 0.307 -2.416
C 3.615 0.292 -3.157
C 3.557 0.580 -4.527
C 2.349 0.810 -5.119
C 1.156 0.820 -4.367
C -0.094 0.991 -4.996
C -1.242 0.975 -4.253
C -1.180 0.847 -2.857
C 0.007 0.693 -2.144
C 1.192 0.619 -2.949
H 4.557 0.049 -2.692
H 4.465 0.580 -5.113
H 2.285 0.973 -6.186
H -0.130 1.121 -6.070
H -2.210 1.072 -4.732
H -2.132 0.844 -2.330
C 5.522 -4.477 0.263
C 4.128 -4.015 0.571
C 3.848 -3.238 1.684
C 2.560 -2.794 1.945
C 2.305 -1.978 3.182
C 1.504 -3.124 1.080
As -0.186 -2.056 1.372
N -0.592 -1.681 -0.380
C -1.446 -2.296 -1.255
C -1.144 -2.250 -2.636
C -1.952 -2.847 -3.575
C -3.105 -3.517 -3.198
C -3.409 -3.603 -1.851
C -2.599 -3.022 -0.901
C -1.498 -3.374 2.173
C -2.761 -2.814 2.458
C -3.036 -1.348 2.319
C -3.797 -3.626 2.895
C -3.622 -4.987 3.082
C -4.756 -5.868 3.515
C -2.352 -5.507 2.899
C -1.284 -4.726 2.476
C 0.065 -5.391 2.439
C 1.777 -3.950 -0.014
C 0.702 -4.437 -0.937
C 3.077 -4.377 -0.253
H 6.226 -4.113 1.007
H 5.829 -4.113 -0.718
H 5.567 -5.566 0.245
H 4.653 -2.964 2.353
H 3.136 -2.061 3.881
H 1.385 -2.307 3.673
H 2.180 -0.922 2.924
H -0.237 -1.755 -2.958
H -1.671 -2.805 -4.620
H -3.746 -3.976 -3.936
H -4.296 -4.137 -1.533
H -2.856 -3.132 0.141
H -2.250 -0.763 2.804
H -3.985 -1.093 2.787
H -3.091 -1.038 1.271
H -4.766 -3.186 3.092
H -5.675 -5.294 3.603
H -4.536 -6.328 4.479
H -4.912 -6.666 2.789
H -2.185 -6.558 3.099
H 0.045 -6.281 3.066
H 0.830 -4.715 2.813
H 0.337 -5.691 1.430
H -0.279 -4.377 -0.467
H 0.895 -5.469 -1.234
H 0.679 -3.830 -1.841
H 3.272 -5.007 -1.112
```

***

Energy relative to the best compared isomer or geometry (same formula, charge and spin)? In order: 56.02; 26.73; 5.50; 15.91 kcal/mol.
Total energy? In order: -4281.6196; -6708.9823; -3956.5953; -9093.7551 hartree.